No. 1
The following is a DFT calculation (ωB97M-V/def2-TZVPD) of a structure of composition C30H40Cl2N4O4Ti in a non-equilibrium geometry.

The geometry in XYZ format:
```
81
Properties=species:S:1:pos:R:3:forces:R:3
Ti -0.1734 0.9062 -0.3638 -1.0818 1.3568 -0.4251
N -0.3818 2.3023 1.7229 -0.0735 -0.0067 -0.0900
C -1.7313 2.7833 2.0616 0.0608 -0.0687 0.0080
C -2.7291 1.8949 1.3505 0.0596 0.0000 -0.1082
N -2.3752 1.7840 -0.0847 0.0350 -0.1108 -0.0396
C -2.6783 3.0115 -0.8595 0.0282 -0.0578 0.1020
C -1.4165 3.8242 -1.0558 0.0723 -0.0880 -0.0308
N -0.3851 2.9012 -1.5603 -0.0556 0.0308 0.2131
H 0.3134 3.0231 1.8856 -0.0185 0.0563 -0.0777
H -0.1377 1.5297 2.3353 0.0714 -0.0027 0.0343
H -1.9255 2.7657 3.1340 -0.0026 0.0144 0.0446
H -1.8378 3.8170 1.7389 0.0086 0.0221 -0.0024
H -2.7111 0.8905 1.7794 0.0215 -0.0400 -0.0072
H -3.7403 2.2861 1.4685 -0.0769 -0.0098 0.0078
H -2.9241 1.0178 -0.4584 -0.0462 -0.0051 -0.0151
H -3.0674 2.7100 -1.8324 -0.0010 -0.0160 -0.0275
H -3.4516 3.6037 -0.3676 -0.0360 0.0029 0.0099
H -1.6045 4.6451 -1.7469 0.0056 0.0579 -0.0406
H -1.0639 4.2512 -0.1211 0.0351 0.0167 0.0095
H -0.5879 2.6820 -2.5304 0.0341 -0.0598 -0.0343
H 0.5293 3.3423 -1.5451 0.0312 -0.0088 0.0642
Cl 5.7835 2.9189 3.6160 -0.0322 -0.0230 -0.0292
C 4.5635 2.4866 2.4833 0.0601 0.0271 0.0661
C 3.8402 3.4673 1.8343 -0.0276 0.1111 -0.0395
C 2.8461 3.1105 0.9354 0.0132 0.2518 0.0140
Cl 1.9813 4.4122 0.1691 -0.0130 -0.1218 0.0128
C 2.5406 1.7816 0.6462 -0.3701 -0.0996 -0.2872
O 1.5201 1.4922 -0.1923 1.4237 -0.0267 0.4736
C 3.3212 0.8014 1.2803 0.0890 -0.3947 0.0541
C 3.2677 -0.6557 1.0162 -0.1574 0.1127 0.1614
O 2.7208 -1.2042 0.0878 0.0487 0.0914 -0.2055
C 4.2984 1.1617 2.2024 0.1205 -0.0955 0.0677
H 4.0433 4.5124 2.0251 -0.0200 -0.0035 -0.0108
H 3.8163 -1.2620 1.7586 0.0363 0.0658 -0.0083
H 4.8744 0.3846 2.6919 -0.0149 0.0403 -0.0057
C -3.2059 -4.8880 4.4914 0.0299 0.0447 -0.0426
C -2.5794 -3.9082 3.5417 -0.0134 -0.0493 0.0543
C -1.2614 -3.4950 3.6961 0.0149 -0.0366 0.0532
C -0.6713 -2.5741 2.8475 0.0884 -0.0024 0.0437
C 0.7780 -2.2259 3.1028 -0.1053 -0.0088 -0.0384
C -1.4417 -2.0552 1.7785 -0.0401 0.0459 0.0245
C -2.7765 -2.5002 1.5701 -0.0396 -0.0186 -0.0900
C -3.6770 -2.0557 0.4380 0.0522 0.0442 0.1190
C -3.3111 -3.4017 2.4699 -0.0237 -0.0655 -0.0050
C -0.8824 -1.0227 0.9352 0.1209 -0.0071 -0.1328
O -1.4003 -0.6607 -0.1907 -0.0882 -0.4348 0.2167
O 0.1548 -0.3201 1.2380 -0.1266 -0.2666 -0.0180
H -2.4946 -5.2398 5.2357 -0.0009 0.0116 -0.0157
H -3.5971 -5.7511 3.9508 0.0083 0.0160 -0.0029
H -4.0471 -4.4264 5.0119 0.0117 0.0017 -0.0107
H -0.6710 -3.9089 4.5055 -0.0290 0.0068 -0.0161
H 1.1961 -2.9311 3.8178 -0.0124 -0.0024 0.0152
H 0.8855 -1.2214 3.5153 -0.0190 -0.0140 -0.0179
H 1.3695 -2.2700 2.1892 -0.0402 -0.0155 0.0173
H -3.9639 -1.0045 0.5419 0.0516 -0.0265 -0.0195
H -4.5933 -2.6422 0.4576 0.0099 0.0177 0.0228
H -3.2113 -2.1773 -0.5359 0.0255 -0.0130 -0.0053
H -4.3319 -3.7389 2.3248 0.0454 0.0123 0.0231
C 3.1319 -1.8581 -4.3376 -0.0052 0.0577 0.1416
N 2.7535 -1.4783 -2.9417 -0.0898 -0.0994 -0.0833
C 1.6781 -2.3922 -2.4358 0.0484 0.0693 -0.1312
C 2.4214 0.0048 -2.7809 0.0386 -0.0972 0.0093
C 1.0512 0.3287 -3.2873 -0.0140 -0.0581 -0.0232
C 0.8702 0.5466 -4.6544 -0.0348 0.0112 -0.0722
C -0.3976 0.7095 -5.1944 0.0514 -0.0231 0.0521
C -1.5000 0.5939 -4.3584 0.0077 -0.0692 -0.0750
C -1.3122 0.3956 -2.9974 -0.1051 -0.1948 0.0909
C -0.0434 0.3125 -2.4079 -0.0893 0.1062 -0.0694
H 3.5040 -2.8793 -4.3267 -0.0081 -0.0028 -0.0192
H 3.9033 -1.1823 -4.6966 0.0145 -0.0007 -0.0066
H 2.2480 -1.7941 -4.9648 -0.0092 0.0177 -0.0144
H 3.5715 -1.6275 -2.3516 -0.0206 -0.0313 0.0897
H 0.8085 -2.2771 -3.0759 0.0044 -0.0254 -0.0081
H 1.4425 -2.1253 -1.4134 -0.0123 -0.0134 -0.0285
H 2.0555 -3.4100 -2.4906 0.0014 -0.0134 0.0232
H 3.2155 0.5381 -3.3014 -0.0190 0.0298 -0.0381
H 2.4839 0.1842 -1.7163 0.0657 0.0392 0.0496
H 1.7363 0.6030 -5.3064 -0.0300 -0.0029 0.0199
H -0.5236 0.8973 -6.2531 0.0104 -0.0104 0.0407
H -2.5026 0.6557 -4.7652 0.0396 0.0080 0.0132
H -2.2000 0.2940 -2.3803 0.0073 0.0441 0.0059
```
Forces are in eV/Å.

Computed properties:
Energy above the lowest of the compared OMol25 structures with the same formula, charge and spin (kJ/mol): 39.65
Total charge: +2
Kohn-Sham gap (eV): 7.78
E_HOMO (eV): -13.78

***

No. 2
The following is a DFT calculation (ωB97M-V/def2-TZVPD) of a structure of composition C30H40Cl2N4OPPd.

The geometry in XYZ format:
```
79
Properties=species:S:1:pos:R:3:forces:R:3
Pd 0.8535 -0.4416 0.8194 -0.1886 0.1683 -0.1931
C -1.7099 -4.3062 -1.0958 -0.0211 -0.0190 0.0339
C -1.1052 -3.3487 -0.0691 -0.0666 -0.0027 0.0630
C -2.0597 -3.0362 1.0853 -0.0059 -0.0378 -0.0119
P -0.3473 -1.7911 -0.6838 0.2515 0.2395 -0.0624
C 0.5139 -2.2382 -2.2463 -0.0615 -0.0504 0.0072
C 1.6414 -3.2254 -1.9385 0.0146 -0.0090 0.0071
C 1.0485 -0.9938 -2.9460 0.0175 -0.0133 -0.0205
C -1.6627 -0.6106 -1.1411 0.0379 -0.0047 -0.0233
C -2.8336 -0.9801 -1.7864 -0.0044 -0.0408 -0.0116
C -3.8436 -0.0688 -2.0896 -0.0519 -0.0059 -0.0207
C -5.1070 -0.5033 -2.7780 0.0615 0.0255 0.0193
C -3.6546 1.2672 -1.7169 -0.0602 -0.0257 -0.0142
C -2.4963 1.6778 -1.1038 0.1291 0.0138 0.0152
C -1.4560 0.7597 -0.8223 0.0648 0.1233 0.0127
N -0.2914 1.1555 -0.2142 -0.0864 -0.1475 0.0222
C 0.1043 2.4972 -0.2472 0.0666 -0.0450 -0.0491
C 0.2377 3.2146 -1.4643 0.0076 -0.1635 -0.0516
C 0.1493 2.5659 -2.8253 -0.0441 0.0284 0.0956
C 0.6434 4.5383 -1.4121 0.0332 0.0446 -0.0193
C 0.9392 5.1832 -0.2179 0.0180 0.0497 -0.0083
C 1.3977 6.6151 -0.1960 -0.0275 -0.0349 0.0102
C 0.8487 4.4446 0.9557 0.0468 0.0267 0.0875
C 0.4670 3.1141 0.9688 0.0211 0.0408 0.1384
C 0.4019 2.3930 2.2888 -0.0294 0.1644 -0.0831
H -1.9708 -5.2401 -0.5933 0.0047 0.0127 -0.0214
H -1.0149 -4.5517 -1.8987 -0.0127 0.0152 0.0144
H -2.6256 -3.9208 -1.5433 0.0042 0.0054 0.0286
H -0.2267 -3.8394 0.3628 0.0201 -0.0668 0.0340
H -2.9029 -2.4247 0.7540 -0.0038 -0.0292 -0.0202
H -1.5434 -2.5084 1.8894 0.0091 -0.0202 -0.0377
H -2.4654 -3.9628 1.4949 0.0173 0.0087 -0.0019
H -0.2281 -2.7171 -2.8904 -0.0157 -0.0302 -0.0571
H 2.4058 -2.7479 -1.3206 -0.0044 -0.0023 0.0062
H 2.1174 -3.5436 -2.8685 -0.0242 0.0187 0.0318
H 1.2958 -4.1215 -1.4187 0.0072 0.0370 -0.0216
H 1.6757 -0.4062 -2.2713 0.0205 0.0115 0.0223
H 0.2406 -0.3600 -3.3094 -0.0160 0.0274 0.0158
H 1.6586 -1.2858 -3.8038 -0.0335 0.0049 0.0194
H -2.9783 -2.0142 -2.0683 -0.0002 0.0011 -0.0142
H -5.0865 -1.5642 -3.0230 0.0132 0.0189 0.0109
H -5.2558 0.0572 -3.7027 0.0069 -0.0043 0.0123
H -5.9767 -0.3169 -2.1453 0.0084 0.0027 0.0016
H -4.4389 1.9897 -1.9135 0.0272 -0.0163 0.0060
H -2.3690 2.7123 -0.8130 0.0133 0.0049 -0.0060
H 0.9787 1.8695 -2.9550 0.0121 -0.0228 0.0133
H 0.2339 3.3257 -3.6004 0.0006 -0.0018 0.0177
H -0.7721 2.0180 -3.0015 -0.0698 -0.0433 0.0178
H 0.7662 5.0773 -2.3462 -0.0227 -0.0217 0.0423
H 1.1348 7.1306 -1.1189 -0.0001 -0.0133 0.0147
H 2.4829 6.6711 -0.0804 -0.0259 -0.0249 -0.0039
H 0.9537 7.1556 0.6406 0.0067 -0.0097 -0.0195
H 1.0959 4.9201 1.8997 -0.0213 -0.0123 -0.0382
H 0.7528 3.0472 3.0859 -0.0339 0.0168 -0.0152
H 1.0408 1.5113 2.3037 0.0629 -0.0679 -0.0028
H -0.6119 2.0753 2.5320 -0.0262 -0.0368 -0.0296
C -2.2965 -0.0989 5.8322 0.0654 0.0022 -0.0122
N -1.1154 -0.4430 5.0630 -0.0312 0.0144 0.0052
C -1.0237 -0.4417 3.7159 -0.0888 -0.0186 -0.0339
N -2.1463 -0.0817 3.0259 0.1206 0.0425 0.0041
O 0.0330 -0.7308 3.1404 -0.0999 0.0147 0.0217
H -2.0095 0.0235 6.8729 -0.0026 -0.0237 0.0000
H -3.0660 -0.8724 5.7817 -0.0026 -0.0186 -0.0166
H -2.7169 0.8504 5.4980 0.0113 0.0201 -0.0055
H -0.2780 -0.7359 5.5353 0.0130 0.0221 0.0106
H -3.0512 -0.0561 3.4600 0.0012 -0.0095 0.0081
H -2.1074 -0.1983 2.0277 -0.0168 0.0115 -0.0194
Cl 2.3131 -2.4480 1.8339 0.1746 -0.1615 0.0645
C 3.7856 -2.0323 1.0040 -0.1433 0.1994 -0.0170
C 4.8448 -2.9014 0.9972 0.1258 -0.0894 -0.0060
C 6.0267 -2.5245 0.3597 -0.0368 0.0181 0.0025
C 6.1389 -1.2783 -0.2506 0.0527 -0.0672 -0.0034
C 5.0778 -0.4031 -0.2274 -0.1453 0.0278 0.0149
Cl 5.1974 1.1362 -0.9894 0.0129 -0.0131 0.0027
C 3.8435 -0.7432 0.4002 -0.0048 0.0070 -0.0651
N 2.8278 0.1162 0.4369 -0.0305 -0.0928 0.0750
H 4.7572 -3.8631 1.4855 0.0119 0.0298 -0.0145
H 6.8655 -3.2071 0.3433 -0.0169 0.0157 0.0012
H 7.0541 -0.9841 -0.7466 -0.0165 -0.0176 0.0203
```
Forces are in eV/Å.

Computed properties:
Energy above the lowest of the compared OMol25 structures with the same formula, charge and spin (kJ/mol): 0.00
Total charge: +1
Spin multiplicity: 5
Kohn-Sham gap (spin up / spin down) (eV): 8.17 / 6.16
E_HOMO (spin up / spin down) (eV): -9.99 / -10.59
Expectation value of S²: 6.099

***

No. 3
The following is a DFT calculation (ωB97M-V/def2-TZVPD) of a structure of composition C30H40N9O3PSTi in a non-equilibrium geometry.

The geometry in XYZ format:
```
85
Properties=species:S:1:pos:R:3:forces:R:3
Ti -0.5914 0.0590 -1.2290 0.3315 0.3954 -1.2256
C -4.3686 3.9343 -2.8968 -0.0051 0.0401 -0.0327
N -3.8691 2.7001 -2.3514 0.0620 -0.1266 0.0305
C -4.6150 1.6897 -1.7860 -0.0212 -0.0429 0.0786
C -3.7415 0.7253 -1.3937 -0.1836 -0.0484 0.0088
N -2.4629 1.1285 -1.6892 0.2415 -0.1379 0.1196
C -2.5550 2.3261 -2.2934 0.0885 -0.0279 0.0241
P -1.1520 3.3841 -2.6630 0.0584 0.1921 -0.0265
C -0.1487 3.2391 -1.1592 -0.1152 -0.0002 -0.0379
N 0.0070 2.0902 -0.4643 -0.1566 -0.3693 -0.2689
C 0.4395 2.4440 0.7872 0.0258 0.0717 0.1396
C 0.5373 3.7964 0.8785 0.0064 -0.0113 0.0267
N 0.1653 4.3011 -0.3455 0.0635 -0.1260 0.0194
C 0.1175 5.6861 -0.7273 -0.0301 0.0450 0.0071
C -0.2108 2.1270 -3.6455 -0.1297 -0.0758 -0.0037
N -0.1345 0.8234 -3.4200 -0.0027 0.1095 0.5996
C 0.6489 0.2935 -4.4027 0.0204 0.0074 -0.1022
C 1.0456 1.2868 -5.2477 0.0024 -0.1041 0.0006
N 0.4962 2.4443 -4.7590 0.0097 -0.1283 0.0277
C 0.6416 3.7563 -5.3562 -0.0191 0.0787 -0.0222
H -5.4551 3.8950 -2.9140 0.0039 0.0178 -0.0080
H -4.0485 4.7837 -2.2877 0.0006 0.0049 -0.0157
H -4.0008 4.0763 -3.9140 -0.0092 0.0221 0.0114
H -5.6881 1.7449 -1.7368 -0.0166 -0.0216 0.0084
H -3.9269 -0.2444 -0.9560 -0.0187 -0.0106 0.0074
H 0.6517 1.7060 1.5432 0.0114 0.0105 0.0157
H 0.8437 4.4402 1.6836 0.0252 -0.0087 0.0357
H 0.4130 6.2968 0.1228 0.0052 0.0087 -0.0125
H 0.7956 5.8827 -1.5601 -0.0243 0.0148 0.0011
H -0.8966 5.9615 -1.0298 0.0118 0.0079 -0.0130
H 0.8898 -0.7549 -4.4320 0.0268 -0.0088 -0.0143
H 1.6544 1.2810 -6.1340 0.0195 -0.0226 -0.0170
H 1.3423 3.6771 -6.1838 -0.0054 0.0259 -0.0023
H -0.3168 4.1166 -5.7279 0.0236 0.0192 0.0047
H 1.0293 4.4652 -4.6273 -0.0055 0.0092 -0.0223
O -1.7515 -1.5156 -1.8913 0.1906 0.2239 -0.0437
N -1.2843 -2.7615 -1.6936 0.0203 0.1601 0.0270
C -0.4163 -3.2277 -2.6234 0.0115 -0.0574 0.1429
C 0.1601 -4.4551 -2.5072 -0.0440 0.0271 0.0060
C -0.1742 -5.2303 -1.3788 0.0321 0.0424 -0.0599
C -1.0834 -4.7607 -0.4807 -0.0469 0.0228 0.0004
C -1.7265 -3.4969 -0.6298 -0.0514 -0.1172 0.1539
S -2.9353 -2.9547 0.4086 -0.0770 0.0075 0.0371
H -0.2446 -2.5276 -3.4258 0.0596 -0.0418 -0.0174
H 0.8513 -4.7981 -3.2618 0.0151 -0.0105 0.0012
H 0.2813 -6.1990 -1.2233 0.0254 -0.0200 -0.0269
H -1.3679 -5.3346 0.3885 -0.0048 -0.0056 -0.0055
C 3.1372 0.6483 -1.7397 0.0487 -0.0266 0.0686
C 2.5151 -0.5304 -0.9992 0.0011 0.0794 -0.0102
C 3.1504 -1.8579 -1.3865 0.0577 0.0242 0.0107
O 1.1436 -0.5856 -1.2508 -0.5167 -0.0444 0.0836
H 4.1997 0.7417 -1.5042 0.0036 -0.0083 0.0111
H 2.6329 1.5739 -1.4595 -0.0201 0.0132 0.0102
H 3.0326 0.5131 -2.8174 -0.0262 -0.0243 -0.0308
H 2.6599 -0.3719 0.0843 0.0589 -0.0184 -0.0578
H 3.0362 -2.0239 -2.4601 -0.0258 0.0107 -0.0167
H 2.6651 -2.6818 -0.8623 -0.0186 -0.0084 0.0146
H 4.2158 -1.8720 -1.1480 0.0092 0.0167 0.0141
C 0.7262 -0.8775 6.6516 0.0092 -0.0094 0.0559
C 1.4304 -0.8009 5.3059 0.1441 0.0631 -0.0705
N 1.5189 -2.0883 4.6337 0.0993 0.0649 -0.0503
C 2.4317 -3.0813 5.2010 0.0109 0.0389 -0.0387
C 1.6981 -4.2736 5.7921 -0.0048 -0.0738 0.0453
C 0.9992 -2.3697 3.4083 -0.5125 -0.3651 0.2806
O 1.2718 -3.4003 2.8132 0.2282 0.1580 -0.1202
C -0.0443 -1.4526 2.8373 -0.1151 0.0842 -0.0392
C -1.1188 -0.9379 3.5573 0.0759 -0.0398 -0.0536
C -2.0763 -0.1770 2.9051 0.1428 -0.0918 -0.0938
C -1.9125 0.0683 1.5552 0.1414 -0.0533 0.0526
N -0.8885 -0.4344 0.8575 -0.0380 0.0070 0.2034
C 0.0019 -1.2134 1.4738 -0.1284 0.1351 0.1099
H 0.6558 0.1128 7.1025 0.0051 0.0161 -0.0071
H 1.2710 -1.5191 7.3452 0.0075 -0.0129 -0.0083
H -0.2805 -1.2837 6.5504 -0.0065 0.0077 0.0051
H 2.4502 -0.4244 5.4456 -0.0391 0.0162 0.0272
H 0.9327 -0.0940 4.6455 0.0112 -0.0112 0.0520
H 3.0261 -2.5741 5.9634 -0.0189 -0.0091 -0.0028
H 3.1097 -3.4117 4.4124 -0.0148 -0.0216 0.0230
H 1.0146 -3.9630 6.5835 0.0015 0.0186 0.0019
H 2.4083 -4.9843 6.2171 0.0126 0.0050 -0.0074
H 1.1262 -4.7857 5.0201 0.0030 0.0195 -0.0114
H -1.2115 -1.1433 4.6160 -0.0335 -0.0081 -0.0335
H -2.9380 0.2200 3.4209 0.0054 -0.0065 0.0462
H -2.6152 0.6818 1.0065 0.0116 0.0017 -0.0168
H 0.7788 -1.6474 0.8592 0.0046 0.0115 -0.0035
```
Forces are in eV/Å.

Computed properties:
Energy above the lowest of the compared OMol25 structures with the same formula, charge and spin (kJ/mol): 2.21
Total charge: 0
Spin multiplicity: 3
Kohn-Sham gap (spin up / spin down) (eV): 4.58 / 6.96
E_HOMO (spin up / spin down) (eV): -4.10 / -6.56
Expectation value of S²: 2.009